1.
Below is C15H23Br8FO3 as an isolated structure, with properties calculated with ωB97M-V/def2-TZVPD.

Computed properties:
- gap between HOMO and LUMO (eV) = 8.1152
- E (eV) = -585124.998
- HOMO (eV) = -8.8
- LUMO level (eV) = -0.729
- maximum force (eV Å⁻¹) = 5.2

CARTESIAN COORDINATES (ANGSTROEM)
C  -3.50  0.57  2.28
C  -3.84  -0.34  1.10
F  -3.92  0.46  -0.05
C  -2.82  -1.48  0.80
C  -1.68  -1.61  1.78
C  -0.50  -0.98  1.63
C  0.40  -1.38  2.78
O  1.36  -0.87  3.26
O  -0.21  -2.58  3.27
C  -1.57  -2.43  3.06
O  -2.40  -2.89  3.78
H  -2.44  0.85  2.34
H  -3.90  0.17  3.22
H  -4.05  1.51  2.11
H  -4.84  -0.77  1.28
H  -2.42  -1.34  -0.22
H  -3.35  -2.44  0.80
H  -0.24  -0.31  0.82
Br  0.02  -3.96  -2.29
C  0.96  -5.10  -1.02
C  0.34  -5.01  0.35
Br  0.85  -3.35  1.25
H  2.00  -4.81  -1.04
H  0.86  -6.11  -1.42
H  0.72  -5.80  0.99
H  -0.74  -5.04  0.33
Br  -2.94  4.60  -0.84
C  -4.17  3.55  -1.93
C  -5.59  4.04  -1.80
Br  -6.37  3.47  -0.11
H  -4.05  2.51  -1.63
H  -3.82  3.67  -2.95
H  -6.22  3.60  -2.57
H  -5.67  5.12  -1.84
Br  5.58  -1.37  -0.85
C  4.25  -0.10  -0.21
C  4.10  -0.16  1.28
Br  3.06  -1.73  1.82
H  3.32  -0.31  -0.74
H  4.62  0.88  -0.51
H  3.53  0.69  1.65
H  5.05  -0.21  1.81
Br  3.78  3.38  -0.87
C  4.63  3.97  -2.51
C  5.33  2.84  -3.21
Br  7.01  2.39  -2.33
H  5.30  4.79  -2.25
H  3.82  4.36  -3.13
H  5.61  3.12  -4.22
H  4.74  1.93  -3.24


2.
Below is one molecule with the formula C15H23BrN4O3S, with properties calculated with ωB97M-V/def2-TZVPD.

Computed properties:
- gap between HOMO and LUMO (eV) = 8.2252
- ΔE to the lowest compared entry with this formula, charge and spin (eV) = 16.601
- E (eV) = -108893.711
- HOMO (eV) = -7.9
- LUMO level (eV) = 0.325
- maximum force (eV Å⁻¹) = 15.0

CARTESIAN COORDINATES (ANGSTROEM)
C  -2.39  -1.18  -0.45
C  -1.96  0.10  -0.63
C  -3.00  1.06  -1.24
C  -2.64  2.49  -1.06
C  -2.56  3.12  0.09
C  -1.61  2.29  0.93
C  -1.88  0.73  0.96
N  -1.02  0.19  1.77
C  0.26  0.05  1.41
O  0.93  0.42  0.52
C  1.16  -0.93  2.42
C  0.89  -2.63  2.02
N  0.87  -2.77  0.63
S  2.49  -2.69  -0.28
O  2.13  -3.54  -1.28
O  3.30  -3.24  0.65
C  2.62  -1.04  -0.60
C  3.69  -0.27  -0.07
C  3.78  0.99  -0.35
Br  5.09  2.02  0.18
C  3.04  1.60  -1.79
N  2.24  0.72  -2.18
C  1.98  -0.76  -1.80
N  1.03  -1.12  -2.44
H  -1.65  -1.83  0.07
H  -3.30  -1.18  -0.20
H  -2.35  -1.58  -1.58
H  -0.90  0.25  -0.86
H  -3.06  0.87  -2.40
H  -3.80  0.97  -0.90
H  -3.35  3.17  -1.79
H  -1.60  2.60  -1.63
H  -3.46  2.93  0.80
H  -2.39  4.22  0.50
H  -1.56  2.64  2.09
H  -0.67  2.52  0.72
H  -2.90  0.65  1.71
H  -1.30  -0.57  2.33
H  2.19  -0.82  2.13
H  0.81  -0.92  3.56
H  1.58  -3.19  2.41
H  -0.09  -2.58  2.36
H  0.23  -2.30  -0.03
H  4.32  -0.78  0.68
H  3.14  2.57  -1.93
H  0.55  -0.91  -3.14
H  1.13  -2.33  -2.30